Entry 1:
53
Properties=species:S:1:pos:R:3:forces:R:3:nbo_charge:R:1 method="wB97M-V/def2-TZVPD" total_charge=-1
O -10.321000 -2.196000 -9.163000 0.616 1.035 0.956 -0.949
O -13.713000 -8.437000 -10.917000 -0.927 -0.610 0.476 -0.975
O -11.977000 -3.681000 -15.110000 0.495 -0.650 -2.120 -0.955
O -8.906000 -2.718000 -11.520000 0.916 0.693 -0.196 -0.970
O -11.395000 -6.535000 -14.526000 -1.369 0.399 -2.932 -0.992
O -15.935000 -3.824000 -9.746000 -0.723 1.828 1.905 -0.954
O -11.046000 -4.405000 -10.670000 0.746 -0.034 0.277 -1.029
O -13.591000 -2.037000 -13.516000 -0.268 0.615 -1.077 -0.930
O -14.039000 -0.887000 -9.020000 0.113 2.115 -0.796 -0.966
O -11.543000 -6.963000 -9.770000 -0.606 -2.805 1.363 -0.966
O -13.392000 -3.468000 -8.713000 1.195 -0.347 -0.247 -0.973
O -12.713000 -8.629000 -13.641000 1.104 -0.796 -1.474 -0.983
O -9.733000 -4.916000 -8.290000 1.620 0.496 1.320 -0.971
O -9.838000 -6.117000 -12.223000 -0.499 -1.631 0.081 -0.981
O -12.717000 -0.519000 -11.462000 0.370 0.434 -0.339 -0.981
O -15.326000 -6.709000 -9.482000 -0.842 0.206 -0.106 -0.984
C -12.078000 -3.976000 -11.513000 0.399 -0.234 4.275 -0.084
C -13.044000 -5.096000 -11.492000 -2.064 -0.827 -3.349 -0.673
H -13.330000 -0.619000 -10.734000 -0.328 0.128 0.473 0.486
H -16.352000 -3.865000 -8.847000 0.459 0.101 -1.235 0.474
H -9.084000 -2.654000 -10.577000 0.630 0.164 0.607 0.481
H -12.902000 -8.109000 -10.512000 0.891 0.273 -0.105 0.507
H -14.780000 -7.106000 -10.174000 0.155 -0.517 -0.327 0.503
H -13.763000 -1.278000 -14.101000 0.431 -0.377 -0.163 0.485
H -12.165000 -6.935000 -9.026000 0.468 0.438 -0.257 0.449
H -14.000000 -9.173000 -10.344000 0.196 0.426 -0.518 0.474
H -9.700000 -3.182000 -11.724000 -0.982 -0.935 -0.594 0.465
H -12.704000 -3.427000 -14.578000 -1.017 0.491 1.211 0.494
H -14.779000 -0.952000 -8.453000 -1.256 0.247 0.896 0.461
H -16.033000 -4.698000 -10.060000 0.012 -2.003 -0.649 0.500
H -14.265000 -3.545000 -9.077000 -1.169 -0.424 -0.413 0.474
H -10.176000 -4.685000 -9.095000 -0.888 -0.099 -0.860 0.504
H -11.659000 -5.667000 -14.898000 0.138 -0.649 0.446 0.491
H -10.270000 -5.532000 -11.566000 -0.128 0.646 0.688 0.500
H -10.905000 -6.430000 -13.745000 1.296 0.393 2.301 0.496
H -13.052000 -1.039000 -12.202000 0.604 0.083 0.368 0.457
H -13.881000 -4.791000 -12.149000 -0.084 -0.291 -0.260 0.189
H -13.333000 -8.224000 -13.084000 -1.376 0.582 1.499 0.461
H -10.739000 -2.740000 -9.816000 -0.658 -1.256 -0.646 0.484
H -14.696000 -6.342000 -8.874000 0.437 0.350 0.559 0.465
H -11.552000 -6.125000 -10.198000 0.273 2.103 -0.469 0.508
H -13.772000 -1.780000 -9.095000 1.225 -1.952 0.150 0.488
H -13.609000 -5.363000 -10.600000 0.899 0.118 0.359 0.197
H -10.147000 -5.637000 -7.839000 -0.548 -0.510 -0.254 0.454
H -12.568000 -5.984000 -12.033000 -0.746 0.947 1.085 0.234
H -10.244000 -1.346000 -9.595000 -0.144 0.470 -0.042 0.464
H -11.229000 -3.827000 -14.556000 0.717 0.235 0.823 0.470
H -12.321000 -7.872000 -14.119000 0.040 -0.307 0.019 0.488
H -14.302000 -1.918000 -12.898000 -0.870 -0.586 0.691 0.481
H -11.688000 -3.791000 -12.462000 0.151 0.650 -1.992 0.140
H -12.840000 -3.787000 -9.461000 0.190 0.116 0.972 0.497
H -12.438000 -3.050000 -10.996000 -0.428 -0.100 -1.407 0.147
H -9.491000 -5.527000 -12.855000 1.130 1.159 -0.973 0.448

---

Entry 2:
56
Properties=species:S:1:pos:R:3:forces:R:3:nbo_charge:R:1 method="wB97M-V/def2-TZVPD" total_charge=+1
Rh -0.207911 0.332483 0.188775 -0.281 1.305 0.504 1.139
F -0.018318 2.050151 2.650783 -0.041 -0.104 -0.107 -0.332
F 0.864876 -3.003094 4.445484 0.007 0.010 -0.021 -0.274
F 0.203804 1.573146 5.315920 -0.009 -0.022 -0.042 -0.274
F 0.626160 -0.956349 6.207697 -0.007 0.025 -0.166 -0.267
F 0.688001 -2.524453 1.789909 -0.021 0.102 0.094 -0.313
N 1.376394 0.132098 -2.184742 -0.140 0.056 0.134 -0.323
N 1.471342 0.242415 -0.828561 0.200 -0.158 0.372 -0.227
N -0.989784 -1.110388 -0.870837 0.172 -0.155 0.427 -0.213
N -0.781984 -1.117134 -2.213504 0.110 0.071 0.064 -0.320
N -0.991654 1.571846 -1.225516 0.167 -0.201 -0.413 -0.346
N -0.784016 1.348307 -2.540654 0.083 -0.113 -0.010 -0.318
C 3.515790 0.106919 -1.651444 0.095 -0.004 0.042 -0.331
C 2.776356 0.213571 -0.478422 -0.337 -0.018 -0.206 0.222
C -1.290570 -2.560217 -4.169945 -0.022 -0.024 -0.005 -0.653
C -1.361605 2.324792 -3.257884 -0.016 -0.017 -0.026 0.252
C 0.289389 0.567434 4.452314 0.022 -0.020 -0.006 0.256
C 0.168240 0.775819 3.088461 -0.108 0.123 0.087 0.342
C 2.868743 -0.076831 -4.157071 0.042 0.009 -0.003 -0.653
C 3.316593 0.293547 0.903214 0.017 0.042 0.004 -0.660
C -2.116692 3.225188 0.240071 0.085 0.016 0.022 -0.657
C 0.631342 -1.774303 4.000738 -0.012 0.146 0.008 0.267
C -2.091034 -2.509922 0.879859 -0.065 0.017 0.037 -0.656
C -1.707213 2.691611 -1.091161 -0.041 -0.013 0.017 0.201
C -1.663515 -2.210865 -0.514314 0.031 0.041 0.019 0.219
C -1.330678 -2.235811 -2.717114 0.034 0.061 -0.019 0.261
C -1.322053 2.366230 -4.745537 -0.006 0.022 -0.015 -0.653
C 2.614130 0.052201 -2.695243 -0.129 -0.034 -0.144 0.264
C 0.511150 -1.503106 2.649987 0.127 -0.160 0.099 0.326
C -1.898566 -2.946119 -1.672754 -0.019 -0.002 -0.033 -0.329
C 0.512971 -0.723697 4.906872 0.007 -0.037 0.069 0.307
C 0.238420 -0.239627 2.158165 0.356 -0.902 -0.853 -0.518
C -1.960678 3.200095 -2.363799 0.018 -0.002 0.008 -0.333
B -0.010063 0.059092 -2.881178 -0.109 0.053 0.107 0.513
H -1.803771 1.489929 -5.178993 -0.006 -0.009 0.004 0.237
H 0.100628 -0.094049 -4.054226 0.017 -0.056 0.011 -0.002
H -2.460283 2.432833 0.907757 -0.014 -0.005 -0.007 0.222
H 3.969457 1.161644 0.995859 0.006 -0.013 -0.014 0.248
H 4.588368 0.067350 -1.725956 0.024 0.011 0.011 0.248
H 2.461689 0.771856 -4.705772 -0.003 0.006 -0.001 0.239
H 3.940491 -0.118721 -4.334754 0.000 0.000 -0.006 0.245
H -1.793675 -1.795080 -4.760425 -0.005 0.009 0.001 0.239
H 2.417640 -0.984038 -4.557707 -0.004 -0.008 0.002 0.239
H -0.265202 -2.642333 -4.529232 0.011 0.002 0.009 0.238
H -1.844436 3.252826 -5.096241 0.004 -0.007 -0.024 0.244
H -1.791133 -3.509981 -4.341186 0.001 0.000 -0.011 0.245
H -2.426866 -3.881066 -1.739298 -0.017 -0.008 -0.010 0.249
H 2.534784 0.369449 1.645904 -0.115 0.011 0.106 0.234
H -2.931487 3.934066 0.115457 -0.009 0.004 0.035 0.251
H -1.289707 3.742589 0.730186 -0.029 -0.001 -0.014 0.245
H -2.515513 4.091272 -2.600023 -0.005 0.006 -0.027 0.245
H -0.297622 2.403371 -5.115299 0.013 0.001 0.008 0.236
H -1.553169 -3.374654 1.267927 -0.029 0.026 -0.032 0.258
H -3.155780 -2.738174 0.892960 -0.012 -0.007 -0.006 0.247
H -1.912796 -1.669612 1.551734 -0.031 -0.077 -0.073 0.224
H 3.909913 -0.595209 1.118761 -0.010 0.003 -0.009 0.251

---

Looking at E_LUMO for the records above, in order, we have 2.1; -5.0 eV.